# 1
{
  "formula": "C12H9BN2",
  "method": "ωB97M-V with the def2-TZVPD basis set",
  "e_homo_ha": -0.3149,
  "lumo_energy_ev": -2.910,
  "mol_weight_g_mol": 192.03,
  "total_energy_ha": -596.944107,
  "orbital_gap_ha": 0.2080,
  "symbols": ["N", "N", "C", "C", "C", "C", "C", "C", "C", "C", "C", "C", "C", "C", "B", "H", "H", "H", "H", "H", "H", "H", "H", "H"],
  "positions_angstrom": [[-0.632, 1.409, -0.238], [1.216, -0.151, -0.396], [0.468, -1.264, 3.659], [-0.554, 2.182, -2.562], [0.610, -0.380, 2.638], [1.533, 0.289, -2.838], [-1.697, -2.004, 2.782], [-0.688, -2.037, 3.776], [-1.422, -1.164, 1.741], [-0.338, -0.296, 1.727], [1.067, 1.038, -3.940], [0.111, 1.955, -3.776], [1.013, 0.561, -1.581], [-0.069, 1.485, -1.442], [0.122, 0.392, 0.387], [-0.913, -2.682, 4.643], [-2.524, -2.660, 2.775], [-1.317, 2.913, -2.461], [-2.021, -1.255, 0.783], [1.518, 0.179, 2.470], [1.178, -1.226, 4.456], [-0.283, 2.517, -4.657], [2.214, -0.570, -3.005], [1.408, 0.770, -4.940]],
  "forces_ev_per_a": [[-0.6, 3.1, -3.5], [1.4, 1.9, -4.8], [-0.9, -0.6, 1.9], [1.7, 0.5, -3.0], [2.2, 0.1, 1.4], [1.0, -0.1, -4.1], [2.4, 0.5, 0.7], [-1.1, -0.4, 0.3], [-1.6, 0.2, -2.3], [-1.2, 0.0, -4.1], [4.3, -5.2, 1.6], [-5.7, 4.7, 1.5], [1.5, -4.1, 5.1], [-3.1, 0.4, 3.6], [-0.8, -1.5, 2.5], [0.7, 0.4, -0.4], [-0.8, -0.6, 0.1], [-0.6, 0.3, 0.0], [0.4, 0.4, 1.4], [0.3, 0.1, 0.4], [0.4, -0.5, 0.4], [0.5, -0.5, 0.8], [-0.4, 0.8, 0.3], [0.1, 0.1, 0.3]],
  "mulliken_charge": [-0.7805, -0.7473, -0.6586, -0.6862, -0.3135, -0.4705, -0.7472, -0.1836, -0.1949, 0.5483, -0.3470, -0.2805, 0.5173, 0.8212, 0.4402, 0.3156, 0.4233, 0.4593, 0.1781, 0.2949, 0.3443, 0.3026, 0.3984, 0.3665]
}

---

# 2
{
  "formula": "C12H9BrNS",
  "method": "ωB97M-V with the def2-TZVPD basis set",
  "e_homo_ha": -0.4729,
  "total_charge": 1,
  "lumo_energy_ev": -4.613,
  "mol_weight_g_mol": 279.18,
  "total_energy_ha": -3489.296211,
  "orbital_gap_ha": 0.3034,
  "symbols": ["Br", "S", "N", "C", "C", "C", "C", "C", "C", "C", "C", "C", "C", "C", "C", "H", "H", "H", "H", "H", "H", "H", "H", "H"],
  "positions_angstrom": [[2.152, 2.236, 3.088], [0.020, 3.556, 1.119], [1.305, 1.252, 1.753], [-0.196, 1.075, -0.103], [0.136, -0.313, -0.207], [-3.531, 0.503, -0.736], [-2.493, 1.073, -0.905], [-0.424, -1.167, -1.175], [1.074, -0.856, 0.697], [1.453, -2.214, 0.607], [-0.049, -2.475, -1.248], [1.626, -0.026, 1.660], [0.905, -2.997, -0.360], [0.391, 1.830, 0.875], [-1.180, 1.676, -1.083], [0.747, 4.055, 0.098], [-0.792, 1.473, -2.085], [-4.298, -0.185, -0.471], [2.352, -0.429, 2.354], [-1.165, -0.798, -1.867], [1.205, -4.032, -0.444], [2.189, -2.628, 1.284], [-0.488, -3.109, -2.004], [-1.244, 2.753, -0.983]],
  "forces_ev_per_a": [[0.0, 0.0, 0.0], [-0.1, -0.1, 0.0], [-0.1, -0.3, -0.2], [0.2, -0.1, 0.3], [-0.1, 0.1, -0.1], [0.3, -0.4, 0.3], [-0.2, 0.0, -0.1], [-0.2, 0.2, -0.3], [-0.2, 0.0, -0.3], [0.2, -0.1, 0.0], [0.0, 0.0, 0.0], [0.3, -0.1, 0.4], [0.2, -0.4, 0.1], [0.0, 0.9, -0.1], [0.2, -0.1, -0.1], [0.0, -0.2, 0.1], [-0.1, 0.0, -0.1], [-0.4, 0.3, -0.2], [0.0, 0.2, 0.1], [0.0, 0.1, 0.0], [0.0, 0.0, 0.0], [0.0, 0.1, 0.1], [0.0, -0.1, 0.0], [0.1, 0.1, 0.1]],
  "mulliken_charge": [0.1495, -0.2399, -0.3022, 0.5271, 1.0130, 0.1318, -0.4724, -0.5524, 0.4924, -0.9769, -0.8594, -0.1397, -0.5226, 0.4324, -1.3018, 0.2506, 0.3985, 0.4219, 0.4226, 0.3965, 0.4106, 0.3941, 0.4266, 0.4996]
}

---

# 3
{
  "formula": "C12H9PS",
  "method": "ωB97M-V with the def2-TZVPD basis set",
  "smiles": "c1ccc(-p2ccc3ccsc32)cc1",
  "e_homo_ha": -0.3063,
  "lumo_energy_ev": 0.455,
  "mol_weight_g_mol": 216.25,
  "total_energy_ha": -1202.134945,
  "orbital_gap_ha": 0.3230,
  "de_lowest_kcal_mol": 0.0,
  "symbols": ["S", "P", "C", "C", "C", "C", "C", "C", "C", "C", "C", "C", "C", "C", "H", "H", "H", "H", "H", "H", "H", "H", "H"],
  "positions_angstrom": [[-2.860, -1.889, 0.216], [-0.633, -0.001, 1.863], [2.172, -1.781, -0.464], [3.279, -1.100, -0.018], [1.966, 0.515, 1.115], [-3.876, 0.434, -0.501], [-0.888, 1.720, 1.412], [-1.974, 1.925, 0.601], [0.900, -1.378, 0.008], [-4.091, -0.890, -0.546], [3.192, -0.011, 0.862], [0.836, -0.240, 0.794], [-2.633, 0.730, 0.269], [-1.995, -0.398, 0.698], [2.262, -2.639, -1.176], [0.169, -2.174, -0.002], [4.228, -1.637, -0.061], [4.112, 0.566, 0.969], [-0.326, 2.527, 1.759], [-4.823, -1.427, -1.162], [-2.099, 2.974, 0.165], [-4.710, 1.114, -1.009], [1.798, 1.515, 1.642]],
  "forces_ev_per_a": [[0.2, 2.1, 0.3], [-0.7, 0.0, -0.8], [-0.6, -0.1, -0.6], [0.7, -1.4, 1.0], [-1.0, 1.7, 1.1], [-0.8, 1.3, -0.2], [-2.1, -0.1, -0.9], [2.5, 2.8, 0.8], [1.7, -0.6, 0.4], [0.2, -1.5, -0.7], [1.0, 0.7, -2.1], [-0.8, -0.9, 0.5], [-2.6, -1.2, -1.8], [-0.4, -1.5, 0.2], [0.0, 0.7, 1.0], [-0.7, 0.6, -0.4], [0.1, 0.6, -0.7], [-0.2, -0.2, 0.7], [1.1, 1.1, 0.5], [0.1, 0.4, 0.5], [-0.5, -1.7, 0.7], [2.4, -1.1, 1.3], [0.5, -1.6, -0.6]],
  "mulliken_charge": [-0.1247, -0.1126, -0.4490, -0.3938, -0.3342, -0.7093, -0.4089, -0.5224, -0.2756, -0.1970, -0.5997, 0.8971, 0.3724, 0.2366, 0.3165, 0.1586, 0.3163, 0.3188, 0.5408, 0.3782, 0.2713, 0.2089, 0.1116]
}

---

# 4
{
  "formula": "C13H10BCl36I",
  "method": "ωB97M-V with the def2-TZVPD basis set",
  "smiles": "ClC(Cl)(Cl)Cl.ClC(Cl)(Cl)Cl.ClC(Cl)(Cl)Cl.ClC(Cl)(Cl)Cl.ClC(Cl)(Cl)Cl.ClC(Cl)(Cl)Cl.ClC(Cl)(Cl)Cl.ClC(Cl)(Cl)Cl.ClC(Cl)(Cl)Cl.CC(C)CBI",
  "e_homo_ha": -0.3488,
  "lumo_energy_ev": -0.004,
  "mol_weight_g_mol": 1580.25,
  "total_energy_ha": -17390.689865,
  "orbital_gap_ha": 0.3487,
  "symbols": ["I", "Cl", "Cl", "Cl", "Cl", "Cl", "Cl", "Cl", "Cl", "Cl", "Cl", "Cl", "Cl", "Cl", "Cl", "Cl", "Cl", "Cl", "Cl", "Cl", "Cl", "Cl", "Cl", "Cl", "Cl", "Cl", "Cl", "Cl", "Cl", "Cl", "Cl", "Cl", "Cl", "Cl", "Cl", "Cl", "Cl", "C", "C", "C", "C", "C", "C", "C", "C", "C", "C", "C", "C", "C", "B", "H", "H", "H", "H", "H", "H", "H", "H", "H", "H"],
  "positions_angstrom": [[6.709, 1.442, 7.373], [-7.277, -5.073, -9.173], [1.574, 9.913, -6.951], [-1.730, 4.609, -3.399], [-2.441, 4.128, -0.174], [2.436, -3.076, -4.015], [-0.593, 6.866, -4.790], [-4.444, -4.998, -9.706], [0.192, -1.282, -3.773], [-5.414, -4.670, -7.011], [1.445, -1.685, -6.341], [2.830, -0.230, -4.271], [-0.693, -1.952, -0.394], [-2.277, -3.484, -2.267], [-3.546, -2.104, -0.080], [3.877, 10.391, -5.281], [-1.651, 7.198, -2.132], [-4.771, -8.577, -2.053], [0.100, -2.201, 4.242], [-3.371, 2.560, 6.213], [2.903, 7.703, -5.663], [1.518, -1.229, 1.925], [-2.434, -0.594, -2.268], [0.898, 0.567, 4.095], [-1.155, 2.914, 2.101], [-1.218, -0.415, 2.404], [-2.614, -0.040, 5.234], [-4.772, 0.211, 7.138], [-3.439, 6.730, -4.346], [1.374, 9.577, -4.097], [-5.123, 1.126, 4.427], [-5.374, -7.343, -4.592], [-5.589, -7.243, -8.305], [-3.719, 4.199, 2.414], [-6.826, -6.561, -2.226], [-3.517, 1.711, 0.960], [-4.058, -5.818, -2.531], [-2.224, -2.037, -1.255], [6.534, -0.997, 5.309], [0.317, -0.819, 3.162], [-1.853, 6.351, -3.670], [5.089, -1.307, 3.271], [1.725, -1.567, -4.601], [3.989, -1.106, 5.513], [-3.970, 0.963, 5.754], [-5.681, -5.494, -8.548], [-2.708, 3.242, 1.330], [5.174, -0.639, 4.666], [2.433, 9.399, -5.497], [-5.258, -7.079, -2.851], [6.623, -0.620, 6.817], [3.888, -2.192, 5.473], [7.310, -0.434, 4.776], [4.543, -2.251, 3.307], [4.642, -0.633, 2.538], [6.719, -2.063, 5.155], [5.096, 0.435, 4.489], [4.019, -0.740, 6.542], [3.069, -0.705, 5.076], [6.094, -1.524, 2.899], [6.621, -1.456, 7.660]],
  "forces_ev_per_a": [[0.0, -0.2, 0.0], [0.0, 0.0, 0.0], [0.0, 0.0, 0.0], [0.0, 0.0, -0.1], [0.0, 0.0, 0.1], [0.0, 0.0, 0.0], [-0.1, -0.1, 0.0], [0.0, 0.0, 0.0], [0.2, 0.0, -0.2], [0.0, 0.0, 0.0], [0.0, 0.0, 0.0], [0.0, 0.0, 0.0], [0.0, -0.1, -0.3], [0.3, 0.3, 0.0], [0.0, 0.0, 0.0], [0.0, 0.0, 0.0], [0.0, 0.0, 0.0], [0.0, 0.0, 0.0], [0.0, 0.0, 0.0], [0.0, 0.0, 0.0], [0.0, 0.0, 0.0], [0.0, 0.0, 0.1], [-0.1, -0.1, 0.2], [-0.1, 0.1, 0.0], [0.0, 0.2, 0.0], [0.2, -0.1, 0.0], [-0.2, 0.0, 0.2], [0.0, 0.0, 0.0], [0.0, 0.0, 0.0], [0.1, 0.1, 0.1], [0.0, 0.0, 0.0], [0.0, 0.0, 0.0], [0.0, 0.0, 0.0], [0.0, 0.0, 0.0], [0.0, 0.0, 0.0], [0.0, 0.0, 0.0], [-0.3, -0.3, 0.0], [-0.1, 0.1, 0.1], [0.0, 0.4, 0.1], [0.0, 0.0, -0.1], [0.0, 0.0, 0.0], [0.4, 0.4, 0.0], [0.0, 0.0, 0.0], [-0.4, 0.4, -0.4], [0.0, 0.0, 0.1], [0.0, 0.0, 0.0], [0.0, 0.0, 0.0], [-0.1, -0.6, -0.5], [0.0, 0.0, 0.0], [0.0, 0.0, 0.0], [-0.1, -0.2, -0.2], [0.2, 0.0, 0.3], [0.0, -0.1, -0.1], [-0.1, 0.0, -0.1], [-0.3, -0.2, 0.0], [0.0, 0.0, 0.1], [0.2, 0.1, 0.4], [0.1, -0.2, 0.0], [0.1, -0.1, 0.1], [0.0, 0.0, 0.0], [0.0, 0.3, 0.3]],
  "mulliken_charge": [-0.0406, -0.0963, -0.0907, -0.0781, 0.0016, -0.1082, -0.0382, -0.0965, 0.0331, -0.0733, -0.1019, -0.1034, 0.0527, -0.0069, -0.1170, -0.1047, -0.1167, -0.1021, -0.0942, -0.0987, -0.0908, -0.1322, -0.0742, -0.1706, -0.0611, 0.2021, -0.0230, -0.1039, -0.0919, -0.0622, -0.0821, -0.0264, -0.1045, -0.0876, -0.1007, -0.0721, -0.0510, 0.1503, -1.0248, 0.2200, 0.3230, -1.3483, 0.2857, -0.9323, 0.2783, 0.3666, 0.2165, 1.0304, 0.3327, 0.2440, 0.0559, 0.3661, 0.3051, 0.3028, 0.2548, 0.3104, 0.2380, 0.3819, -0.1916, 0.4097, -0.0626]
}